Entry 1:
{"formula": "C21H47F5N7O6P2", "method": "ωB97M-V/def2-TZVPD", "elements": ["C", "C", "O", "O", "C", "C", "C", "C", "N", "C", "F", "F", "C", "F", "F", "F", "C", "O", "O", "H", "H", "H", "H", "H", "H", "H", "H", "H", "H", "H", "O", "P", "N", "C", "C", "N", "C", "C", "N", "C", "C", "H", "H", "H", "H", "H", "H", "H", "H", "H", "H", "H", "H", "H", "H", "H", "H", "H", "H", "O", "P", "N", "C", "C", "N", "C", "C", "N", "C", "C", "H", "H", "H", "H", "H", "H", "H", "H", "H", "H", "H", "H", "H", "H", "H", "H", "H", "H"], "xyz": [[4.79429, -1.87930, -0.11353], [3.28025, -1.92036, -0.82037], [2.57415, -0.78726, -0.82998], [2.88844, -3.20708, -1.41541], [1.68607, -3.09512, -2.25564], [1.91321, -2.23026, -3.65131], [2.98553, -2.93325, -4.69383], [4.56197, -2.71134, -4.29241], [5.26374, -1.61579, -5.09016], [5.67367, -0.45028, -4.17554], [4.53517, 0.15915, -3.44697], [6.71831, -0.83731, -3.17794], [6.36349, 0.77338, -5.07620], [5.22252, 1.52503, -5.66957], [7.12633, 1.66050, -4.15715], [7.25353, 0.17428, -6.09779], [5.28972, -4.20448, -4.47148], [5.15141, -4.98695, -5.54460], [6.10984, -4.71870, -3.33060], [5.08693, -2.99990, 0.14326], [4.80952, -1.27851, 0.89156], [5.59471, -1.49687, -0.90785], [0.71808, -2.73960, -1.65486], [1.42454, -4.20633, -2.60520], [2.14598, -1.09537, -3.46949], [0.86104, -2.25954, -4.21476], [2.72496, -4.08081, -4.89399], [2.80163, -2.39666, -5.74394], [4.71522, -2.43347, -3.15651], [6.18683, -2.04025, -5.37231], [-2.16379, -1.44996, -2.50427], [-2.93530, -0.66665, -1.41412], [-3.93501, -1.97078, -0.99298], [-4.98966, -2.52456, -1.80873], [-3.24239, -3.03288, -0.26132], [-3.60774, 0.44783, -2.52719], [-4.90426, 0.32569, -3.17065], [-2.65546, 0.94857, -3.53274], [-3.82227, 0.23387, -0.16083], [-5.16625, 0.03900, 0.35200], [-3.31241, 1.57263, 0.11720], [-5.58987, -3.24589, -1.23815], [-4.60034, -3.02250, -2.70405], [-5.71641, -1.77919, -2.11385], [-2.89928, -2.64968, 0.70674], [-2.37249, -3.40105, -0.81318], [-3.88903, -3.88996, -0.04560], [-4.95888, -0.55252, -3.81718], [-5.12486, 1.20604, -3.78847], [-5.71408, 0.30208, -2.44389], [-2.54067, 0.24401, -4.36439], [-1.66934, 1.11494, -3.08578], [-2.97940, 1.91178, -3.94238], [-5.93660, 0.19424, -0.40371], [-5.39002, 0.73327, 1.17186], [-5.29576, -0.95463, 0.79180], [-3.83172, 2.33034, -0.47818], [-2.24294, 1.63167, -0.11281], [-3.41397, 1.82747, 1.17767], [-0.67490, 1.43986, 2.81935], [-0.00429, 1.82113, 4.16179], [-1.28641, 1.25640, 5.11824], [-2.59383, 1.86024, 5.22041], [-1.39172, -0.20309, 5.16173], [-0.01989, 3.50036, 3.82552], [-1.05533, 4.43605, 4.22835], [0.38569, 3.84677, 2.45285], [0.76667, 2.25945, 5.70513], [0.16818, 2.57978, 6.98827], [2.13657, 2.75024, 5.59534], [-3.17671, 1.40028, 6.02962], [-3.16159, 1.77509, 4.28686], [-2.54952, 2.90581, 5.50613], [-0.50391, -0.62187, 5.64970], [-1.46666, -0.63169, 4.15797], [-2.25624, -0.54851, 5.73841], [-2.01833, 4.20282, 3.76959], [-0.79343, 5.46375, 3.94439], [-1.16084, 4.47872, 5.31075], [-0.44558, 3.73544, 1.74730], [1.20852, 3.20643, 2.11699], [0.74883, 4.87885, 2.39387], [-0.44530, 3.48054, 6.95852], [0.93123, 2.74809, 7.75877], [-0.43443, 1.75271, 7.37599], [2.16622, 3.84239, 5.52742], [2.62128, 2.33941, 4.70290], [2.74487, 2.43382, 6.44955]], "homo_energy_ev": -4.2, "total_charge": -1, "gap_ev": 4.28, "e_tot_ha": -2844.6889}

Entry 2:
{"formula": "C21H47N2NdO2P2", "method": "ωB97M-V/def2-TZVPD", "elements": ["Nd", "P", "P", "N", "C", "H", "H", "C", "H", "H", "C", "H", "H", "C", "H", "H", "C", "C", "H", "H", "H", "C", "C", "H", "H", "H", "C", "C", "H", "H", "H", "C", "C", "H", "H", "H", "C", "C", "H", "H", "H", "C", "H", "H", "H", "C", "H", "H", "H", "C", "H", "H", "H", "H", "H", "H", "H", "O", "H", "H", "C", "N", "C", "C", "C", "O", "H", "H", "H", "H", "H", "H", "H", "H", "H"], "xyz": [[-0.56713, 1.05054, 0.59855], [-0.42222, -1.55174, -2.43085], [-0.54926, -0.85402, 2.85379], [-2.61182, -0.19340, -0.02372], [-2.18676, -1.13861, -2.41605], [-2.35100, -0.22967, -3.02023], [-2.63953, -1.95180, -3.03265], [-3.05299, -0.97920, -1.14549], [-3.93261, -0.40132, -1.52527], [-3.43353, -2.02552, -0.99843], [-3.04290, -0.94531, 1.19575], [-2.92510, -2.08476, 1.22343], [-4.16452, -0.81854, 1.33074], [-2.32245, -0.38885, 2.48092], [-2.88412, -0.75623, 3.36282], [-2.41681, 0.72385, 2.44098], [-0.13690, 0.49262, 4.09849], [0.13325, 1.81348, 3.35084], [-0.78367, 2.26328, 2.90664], [0.95469, 1.71446, 2.59320], [0.50012, 2.54297, 4.08140], [-0.66066, -2.45452, 3.74802], [0.70896, -3.17633, 3.77740], [0.57243, -4.22449, 4.07974], [1.40706, -2.70829, 4.48353], [1.16315, -3.17456, 2.77856], [0.18537, -2.98386, -3.40392], [1.70120, -2.95206, -3.64246], [1.99641, -3.92613, -4.05373], [2.28518, -2.78959, -2.72523], [1.99999, -2.19723, -4.38681], [0.36320, 0.00046, -3.05144], [1.83417, 0.19987, -2.65045], [2.05423, 1.27270, -2.77319], [2.51201, -0.36776, -3.32015], [2.03357, -0.08980, -1.60680], [0.14327, -2.04220, -0.74019], [-1.31353, -2.34654, 5.13226], [-1.81711, -1.38434, 5.31433], [-2.07837, -3.13330, 5.21569], [-0.58315, -2.52011, 5.93962], [-0.61397, -3.16933, -4.68117], [-0.25698, -4.06960, -5.18058], [-1.68265, -3.30409, -4.49314], [-0.47276, -2.32622, -5.36245], [0.15955, 0.15239, -4.56977], [0.44183, 1.17797, -4.82856], [0.79993, -0.53169, -5.15334], [-0.89267, 0.00517, -4.85580], [1.03627, 0.10509, 5.00902], [1.90033, -0.25442, 4.41997], [1.36035, 0.99599, 5.57002], [0.74642, -0.66273, 5.74584], [-1.05806, 0.59713, 4.69809], [-0.23675, 0.78370, -2.55077], [-1.33030, -3.04613, 3.09441], [-0.03341, -3.81819, -2.71297], [0.52472, -0.89893, 0.04245], [-0.65751, -2.57486, -0.14799], [0.54376, -3.12719, -0.71716], [2.32581, 5.84817, -0.68797], [2.03790, 4.41976, -0.56325], [3.14934, 3.48440, -0.33387], [0.81318, 3.93288, -0.57244], [-0.35163, 4.79554, -0.92495], [0.66567, 2.68992, -0.25100], [3.39843, 5.93810, -0.49142], [1.74268, 6.41005, 0.06073], [2.07422, 6.21991, -1.69531], [3.03095, 2.97413, 0.65622], [3.15571, 2.72811, -1.15268], [4.04730, 4.13663, -0.33161], [-0.94551, 4.35962, -1.76636], [-1.06041, 4.91625, -0.06363], [-0.03388, 5.82834, -1.24822]], "relative_energy_kcal_mol": 18.9, "homo_energy_ev": [-12.7, -12.8], "total_charge": 2, "spin_multiplicity": 4, "gap_ev": [7.42, 7.45], "e_tot_ha": -2331.9275}